(1)
DFT (ωB97M-V with the def2-TZVPD basis set) results for a molecular structure, C24H22N6O2W at a distorted geometry.

Atoms and positions in Å:
N1 -1.7694 -1.9452 0.2858
C1 -2.8640 -2.1043 0.6304
C2 -4.1961 -2.3465 1.1741
H1 -4.1045 -2.7758 2.1846
H2 -4.7413 -3.0510 0.5256
H3 -4.7633 -1.4028 1.2314
N2 0.3777 -1.2674 -2.7761
C3 0.4724 -0.9413 -3.8744
C4 0.6239 -0.6541 -5.3068
H4 -0.0683 -1.2957 -5.8798
H5 1.6620 -0.8644 -5.6171
H6 0.3927 0.4047 -5.5199
N3 1.8005 -1.9307 0.6479
C5 2.7964 -2.1254 1.2174
C6 3.9894 -2.3844 2.0207
H7 4.7117 -1.5587 1.9173
H8 4.4725 -3.3184 1.6922
H9 3.7080 -2.4786 3.0819
W1 0.0433 -1.0894 -0.5716
C7 1.7183 0.3784 -0.9208
O1 2.8472 0.6126 -1.3091
C8 -1.4762 0.0248 -1.4258
O2 -2.2743 0.8396 -1.7051
C9 -1.1800 -4.5603 -1.5218
C10 -0.6120 -4.8502 -0.2982
C11 0.7760 -4.8566 -0.1576
C12 1.5806 -4.5705 -1.2414
C13 1.0060 -4.2747 -2.4767
C14 -0.3669 -4.2695 -2.6161
H10 -2.2594 -4.5842 -1.6355
H11 -1.2471 -5.0970 0.5474
H12 1.2258 -5.1082 0.7980
H13 2.6605 -4.6020 -1.1359
H14 1.6370 -4.0813 -3.3384
H15 -0.8108 -4.0717 -3.5865
N4 -1.4792 8.9973 3.6971
C15 -1.1327 7.9492 3.2713
C16 -0.7537 6.6434 2.7991
C17 -0.5195 5.6244 3.7356
C18 -0.3058 4.3094 3.2864
C19 -0.2822 4.0544 1.9099
C20 -0.4700 5.0699 0.9921
C21 -0.6969 6.3681 1.4309
N5 0.1315 2.7759 1.3774
C22 0.8949 2.6922 0.2444
C23 0.6363 1.4363 -0.4238
N6 -0.2053 0.7405 0.5385
C24 -0.3893 1.5200 1.6235
H16 -0.5152 5.8935 4.7918
H17 -0.0071 3.5222 3.9707
H18 -0.3515 4.8537 -0.0586
H19 -0.8201 7.1710 0.7065
H20 1.2612 3.6075 -0.2294
H21 0.0595 1.6558 -1.3228
H22 -0.8233 1.3158 2.6197

Results
- Expectation value of S²: 2.031
- Net charge: +4
- Multiplicity: 3

(2)
DFT (ωB97M-V with the def2-TZVPD basis set) results for a molecular structure, C7H10N5 at a distorted geometry.

Atoms and positions in Å:
C1 -0.7317 -0.8516 -1.4638
C2 -1.8344 -0.8123 -2.2877
C3 -0.5787 -0.4095 -2.8973
C4 1.2373 -1.1266 0.0634
C5 0.9868 0.8398 1.5775
C6 -0.1661 -1.0038 -0.2246
C7 1.1683 0.3588 0.2980
N1 0.3163 0.2429 -3.4969
N2 2.0896 -2.0227 0.1950
N3 -2.9875 -1.3941 -2.5168
N4 0.7899 -0.0272 2.5797
N5 0.8395 2.2093 1.7802
H1 -0.8915 -0.9760 0.6068
H2 1.4799 0.9269 -0.5640
H3 -0.0095 0.6010 -4.3815
H4 3.0095 -1.6319 0.4282
H5 -3.6257 -1.4810 -1.7176
H6 -3.4990 -1.5113 -3.3408
H7 1.2030 -0.9497 2.3985
H8 0.4899 0.3707 3.4132
H9 1.3520 2.8129 1.1503
H10 0.8903 2.3587 2.7855

Results
- Expectation value of S²: 2.020
- Net charge: +1
- Multiplicity: 3

(3)
DFT (ωB97M-V with the def2-TZVPD basis set) results for a molecular structure, C32H40GeN4O2Tc.

Atoms and positions in Å:
Tc1 -0.0214 -0.8473 -0.5092
C1 3.1913 4.4966 2.8251
O1 2.0533 4.8912 3.5711
C2 0.8844 5.0454 2.9016
C3 0.7448 4.8975 1.5241
C4 -0.5033 5.0454 0.9351
C5 -1.6144 5.3558 1.7081
C6 -1.4504 5.5741 3.0745
C7 -0.2213 5.3973 3.6743
N1 -2.9298 5.5967 1.1913
N2 -3.4473 4.8822 0.3200
C8 -2.8006 3.7090 -0.1784
C9 -2.6690 3.5958 -1.5406
C10 -2.0069 2.5174 -2.1480
C11 -1.4850 1.4992 -1.3766
O2 -0.8588 0.4473 -1.8595
C12 -1.6940 1.5683 0.0365
N3 -1.2239 0.5010 0.7485
C13 -1.4331 0.4425 2.0465
C14 -2.1498 1.4370 2.7278
C15 -2.6136 2.5223 2.0373
C16 -2.3684 2.6370 0.6501
H1 3.9986 4.3872 3.5431
H2 3.4648 5.2547 2.0871
H3 3.0227 3.5418 2.3207
H4 1.5953 4.6665 0.8995
H5 -0.5953 4.9222 -0.1354
H6 -2.3117 5.8771 3.6569
H7 -0.0867 5.5437 4.7377
H8 -3.0689 4.3955 -2.1523
H9 -1.9048 2.4675 -3.2236
H10 -1.0320 -0.4192 2.5674
H11 -2.3300 1.3293 3.7878
H12 -3.1815 3.2885 2.5471
C17 2.5791 -0.9319 -3.2004
C18 2.3863 -2.4423 -3.0448
C19 0.9335 -2.8570 -3.3069
C20 2.9632 -2.9978 -1.7525
C21 3.9933 -3.9261 -1.8490
C22 4.5947 -4.4731 -0.7287
C23 4.1626 -4.0807 0.5274
C24 3.1265 -3.1717 0.6903
C25 2.7270 -2.7826 2.1040
C26 1.3096 -3.2054 2.5003
C27 2.9622 -1.2941 2.3799
C28 2.5128 -2.6341 -0.4647
N4 1.4630 -1.7513 -0.3280
H13 2.2282 -0.6104 -4.1831
H14 3.6330 -0.6641 -3.1089
H15 2.0247 -0.3711 -2.4489
H16 2.9859 -2.9035 -3.8348
H17 0.2215 -2.2454 -2.7473
H18 0.7636 -3.9006 -3.0373
H19 0.6921 -2.7338 -4.3649
H20 4.3342 -4.2189 -2.8357
H21 5.3896 -5.1997 -0.8331
H22 4.6328 -4.4960 1.4118
H23 3.4064 -3.3392 2.7562
H24 0.5572 -2.6100 1.9842
H25 1.1721 -3.0765 3.5766
H26 1.1259 -4.2533 2.2581
H27 2.3059 -0.6775 1.7655
H28 3.9933 -1.0146 2.1589
H29 2.7637 -1.0654 3.4297
C29 -2.5589 -1.8533 -3.6005
Ge1 -3.0002 -2.1879 -1.7273
C30 -3.9908 -3.8805 -1.6271
C31 -4.1624 -0.7782 -1.0198
C32 -1.3997 -2.4031 -0.6142
H30 -3.4770 -1.7689 -4.1843
H31 -1.9731 -2.6804 -4.0055
H32 -1.9841 -0.9344 -3.7045
H33 -4.9029 -3.8281 -2.2241
H34 -4.2682 -4.1090 -0.5971
H35 -3.3810 -4.7018 -2.0062
H36 -5.1012 -0.7597 -1.5758
H37 -3.7079 0.2084 -1.1011
H38 -4.3953 -0.9694 0.0296
H39 -0.8659 -3.3044 -0.9299
H40 -1.7290 -2.5868 0.4182

Results
- Expectation value of S²: 3.790
- Multiplicity: 4

no.,DFT total energy (eV)
1,-40057.682
2,-14858.610
3,-102600.665